The following is a DFT calculation (ωB97M-V/def2-TZVPD) of C30H24F5N4O3PS2Sc as an isolated structure.

```
70
C30H24F5N4O3PS2Sc ωB97M-V/def2-TZVPD
Sc -0.045 0.171 -0.099
C 9.110 0.175 10.277
O 9.377 0.152 8.888
C 8.320 0.131 8.042
C 8.618 0.120 6.678
C 7.608 0.099 5.745
C 6.265 0.086 6.138
C 5.979 0.097 7.498
C 6.990 0.119 8.446
C 5.227 0.055 5.111
N 5.454 0.030 3.818
C 4.224 0.000 3.224
C 3.225 0.005 4.177
N 3.883 0.040 5.378
C 1.835 -0.024 3.861
C 0.795 -0.005 4.778
C -0.527 -0.050 4.319
C -0.763 -0.112 2.964
N 0.216 -0.124 2.046
C 1.521 -0.069 2.473
C 2.530 -0.026 1.481
N 2.126 0.028 0.160
C 3.084 0.105 -0.784
C 4.432 0.103 -0.508
C 4.858 0.047 0.822
C 3.909 -0.003 1.827
H 10.078 0.200 10.769
H 8.568 -0.720 10.593
H 8.539 1.063 10.558
H 9.658 0.125 6.379
H 7.833 0.092 4.688
H 4.954 0.089 7.851
H 6.730 0.122 9.495
H 3.456 0.065 6.286
H 1.001 0.046 5.840
H -1.359 -0.030 5.007
H -1.776 -0.162 2.580
H 2.737 0.176 -1.806
H 5.138 0.159 -1.324
H 5.907 0.058 1.088
C -3.200 -3.695 -4.378
C -2.953 -3.173 -2.980
O -2.068 -2.035 -3.065
P -0.825 -1.883 -2.108
S 0.132 -0.228 -2.680
S -1.346 -2.064 -0.169
O 0.004 -3.204 -2.494
C 1.250 -3.546 -1.852
C 2.434 -3.218 -2.741
H -3.832 -4.582 -4.332
H -2.255 -3.957 -4.852
H -3.695 -2.937 -4.984
H -2.511 -3.944 -2.348
H -3.877 -2.828 -2.516
H 1.195 -4.618 -1.665
H 1.326 -3.039 -0.886
H 2.324 -3.717 -3.704
H 3.358 -3.547 -2.265
H 2.489 -2.147 -2.918
F -0.118 2.935 1.683
C -1.192 2.988 0.860
C -1.420 1.917 0.011
C -2.524 2.073 -0.815
F -2.844 1.065 -1.653
C -3.337 3.190 -0.824
F -4.381 3.290 -1.651
C -3.056 4.224 0.054
F -3.823 5.309 0.073
C -1.975 4.125 0.912
F -1.709 5.121 1.762
```

Computed properties:
Total charge: 0
Relative energy (zero: lowest compared OMol25 entry of this formula, charge and spin) (kcal/mol): 0.0
Multiplicity: 2
LUMO (alpha / beta) (eV): -0.17 / -0.36
Maximum force (eV Å⁻¹): 0.976
Kohn-Sham gap (alpha / beta) (eV): 5.26 / 7.37